{"formula": "C2HBr3N2O", "method": "ωB97M-V/def2-TZVPD", "homo_lumo_gap_ev": [7.125, 7.137], "total_charge": 0, "e_tot_ev": -217238.2535, "fmax_ev_per_a": 5.175, "e_homo_ev": [-8.4, -8.4], "species": ["C", "C", "N", "N", "O", "Br", "Br", "Br", "H"], "coordinates": [[1.368, -0.082, -0.057], [0.540, -1.098, -0.040], [-0.959, -0.140, 0.706], [-0.459, 1.083, 0.715], [0.877, 1.045, 0.525], [0.267, -2.660, -0.818], [-2.667, -0.548, 0.311], [-1.305, 2.273, -1.017], [2.337, 0.127, -0.324]]}

=====

{"formula": "C2HBrCl2OS", "method": "ωB97M-V/def2-TZVPD", "homo_lumo_gap_ev": [7.174, 7.176], "total_charge": 0, "e_tot_ev": -110052.4813, "fmax_ev_per_a": 4.490, "e_homo_ev": [-7.9, -7.9], "species": ["C", "C", "O", "S", "Cl", "Cl", "Br", "H"], "coordinates": [[0.685, -0.085, 0.007], [1.099, -2.362, 1.605], [1.504, -0.502, -1.085], [2.089, 0.747, -0.292], [-0.307, -3.067, 2.256], [3.281, -0.102, 1.101], [1.826, -3.408, 0.275], [-0.316, 0.453, -0.257]]}